(1)
71
Properties=species:S:1:pos:R:3:forces:R:3 method="wB97M-V/def2-TZVPD" lumo_energy_ev=2.33 e_tot_ev=-55696.3409 charge=-1 e_homo_ev=-5.377
C 0.9913 -0.1279 1.4954 -3.0346 2.0914 0.6578
F 0.6196 -1.1918 0.7920 0.4017 -0.5241 0.3968
F 0.3766 -0.1985 2.7803 0.9547 -0.2333 -1.9858
F 2.2651 -0.0613 1.6831 1.6485 -0.7362 0.2476
S 0.4161 1.4428 0.5858 -0.0738 2.3315 -0.5376
O 0.9987 2.5464 1.3918 -0.6654 -1.8430 -0.6858
O 0.9993 1.3751 -0.7742 -0.3855 -0.7050 1.6445
O -1.0479 1.3762 0.6046 1.1892 -0.4136 0.2207
C -4.5696 4.0978 -6.3946 -1.0379 2.4586 0.0081
C -5.0107 5.5888 -6.1690 -0.4473 0.7152 1.3431
O -6.1214 5.7227 -5.2072 0.6623 -1.2200 -0.2518
H -4.3707 3.6234 -5.4336 -0.3513 -0.1026 -0.1539
H -3.6329 4.1473 -6.9498 -0.1624 -0.2425 -0.2160
H -5.4013 3.6997 -6.9759 0.4071 -0.8202 0.1577
H -5.3730 6.1717 -7.0158 0.3594 -0.7175 -0.7942
H -4.1806 6.1745 -5.7741 0.2814 -0.1277 0.1362
H -6.4474 6.6252 -5.1759 0.2832 0.0570 -0.2270
C -6.5594 -1.6006 6.4032 0.7895 0.2839 -0.7125
C -6.9533 -1.5819 4.9235 -1.5775 -1.4010 1.1240
O -8.1567 -0.8297 4.8088 0.1281 1.1029 -0.7261
H -5.9140 -2.4605 6.5828 0.1117 0.1367 0.2697
H -7.4661 -1.7013 6.9998 -0.0064 -0.2291 0.0633
H -6.0744 -0.6743 6.7112 0.1334 -0.0675 0.0298
H -7.3062 -2.5936 4.7236 0.5546 -0.5150 -0.3235
H -6.2128 -1.3541 4.1568 -0.0804 0.6333 0.3718
H -8.6275 -0.9479 5.6371 -0.0555 0.0617 -0.1015
C 2.1744 -4.1878 -4.1123 0.1294 0.3664 -0.8288
C 1.2340 -3.3969 -5.1225 -0.3564 -1.0505 1.2355
O 0.2078 -2.7703 -4.3378 0.6320 0.2703 -0.3422
H 2.4908 -3.4810 -3.3452 -0.1704 0.0084 0.1087
H 3.1024 -4.6216 -4.4848 0.1330 0.4052 -0.7792
H 1.7614 -5.0695 -3.6222 -0.8779 0.3824 -0.0281
H 0.6551 -3.9953 -5.8260 0.5052 -0.5022 -0.0072
H 1.7251 -2.6170 -5.7044 0.5436 -0.2181 0.0571
H 0.6584 -1.9672 -4.0666 -0.5693 0.3500 0.6135
C -5.5956 -4.8904 -3.4207 -1.2609 1.0045 -0.1062
C -6.4032 -3.5131 -3.3135 0.9734 -1.8981 -0.6176
O -5.6523 -2.6157 -2.5875 0.5629 0.9476 1.0208
H -4.9227 -4.9203 -4.2776 -0.2504 -0.0346 -0.1914
H -6.3620 -5.6645 -3.4595 0.3665 -0.3838 -0.2980
H -4.9676 -5.0614 -2.5463 -0.2836 0.2201 0.2276
H -7.3601 -3.7091 -2.8297 0.0692 0.2602 0.0876
H -6.5503 -3.0414 -4.2851 -0.5102 -0.5701 -0.4430
H -4.7978 -2.6444 -3.0239 0.3382 0.4554 0.3259
C 7.3206 8.1970 -1.5590 -0.9213 0.7010 -1.1771
C 5.9463 8.7976 -2.0835 0.0629 -2.0098 1.1958
O 4.8006 8.2604 -1.3341 1.0055 1.1756 0.1828
H 7.6104 8.7907 -0.6921 -0.0817 -0.5202 0.2852
H 8.0781 8.4128 -2.3125 0.1062 0.0615 -0.1764
H 7.3459 7.1180 -1.4068 -0.3045 0.1620 0.2784
H 5.6748 8.5790 -3.1163 0.8033 0.3033 -0.2281
H 6.1036 9.8594 -1.8937 -0.9173 0.1007 -0.1920
H 4.3777 7.5494 -1.8211 0.2437 0.0282 -0.1592
C 9.0024 2.5379 4.8532 -0.1450 -1.4023 -0.4703
C 8.6332 3.5804 3.7956 1.3457 -1.5133 1.1354
O 8.2238 4.6682 4.5305 -1.5076 2.2050 0.0012
H 9.9722 2.6311 5.3420 0.0811 0.3473 -0.1495
H 8.9446 1.5318 4.4378 0.3389 -0.1869 -0.1449
H 8.2308 2.5212 5.6228 -0.0316 0.3142 0.0181
H 7.8509 3.1322 3.1831 -0.3026 0.6932 0.0363
H 9.4775 3.8599 3.1653 0.1136 -0.2681 -0.3038
H 8.9171 4.9676 5.1233 0.1084 -0.1834 -0.1187
C 0.3449 -8.7539 3.8523 -0.0486 -1.2244 -0.0860
C 0.5075 -7.7163 4.9392 -0.5806 -0.3125 -0.2691
O 1.3133 -8.2659 5.9550 1.0968 -0.3632 0.1892
H 1.2424 -9.3439 3.6666 0.4384 0.3068 0.3171
H 0.0681 -8.4151 2.8540 -0.3508 0.4650 0.3048
H -0.3650 -9.5034 4.2019 -0.2514 -0.0096 -0.2273
H -0.4488 -7.5763 5.4432 -0.3762 0.7033 -0.6292
H 0.8961 -6.8113 4.4722 0.1271 0.3212 0.4869
H 1.2919 -7.7094 6.7370 -0.0539 0.1185 -0.0901



(2)
73
Properties=species:S:1:pos:R:3:forces:R:3 method="wB97M-V/def2-TZVPD" lumo_energy_ev=-11.21 e_tot_ev=-79703.3199 charge=+3 e_homo_ev=-16.763
In -0.3459 -0.1783 0.2507 0.8056 1.9959 0.8550
N 1.3335 -0.7723 2.0094 -0.5436 -0.3112 -1.0976
C 1.2013 0.3081 2.9666 -0.0472 0.8011 0.3019
C 1.4731 1.6559 2.2785 0.2458 -0.5576 0.7050
N 0.6446 1.8411 1.0961 -0.2649 -1.1173 -1.0535
C -0.2454 2.9877 1.0293 -0.8673 0.4777 0.0632
C -1.7098 2.5863 1.2659 0.4873 0.4718 0.3912
N -2.1139 1.6181 0.2597 0.4540 -1.1110 -0.4529
H 2.2625 -0.7835 1.5932 -0.0522 -0.1228 -0.1168
H 1.1486 -1.6767 2.4350 -0.0278 0.0035 -0.0601
H 0.1779 0.2983 3.3587 0.2770 -0.0831 0.0305
H 1.9053 0.2098 3.8026 -0.1941 -0.0785 -0.0943
H 1.2857 2.4494 3.0048 0.0798 0.0125 -0.1281
H 2.5280 1.6838 1.9932 -0.0402 0.1643 0.0180
H 1.2228 1.8134 0.2674 0.3584 0.2728 -0.1002
H 0.0320 3.7457 1.7694 0.0470 -0.0803 -0.2044
H -0.1801 3.4275 0.0296 0.1332 0.0560 0.1309
H -1.8130 2.1297 2.2558 -0.1002 0.1369 -0.1920
H -2.3267 3.4924 1.2221 0.0502 -0.1953 0.0840
H -3.0430 1.2498 0.4438 0.0269 -0.0480 -0.0232
H -2.1100 2.0385 -0.6678 -0.0549 -0.1044 -0.0244
C 3.8794 -1.9595 -3.7927 0.1021 -0.1773 -0.5473
N 3.5675 -1.5415 -2.4400 -0.8739 1.2037 0.1853
C 4.4126 -2.1196 -1.4153 0.3245 -0.1364 0.3841
P 2.7760 -0.1422 -2.0660 1.3576 -0.2842 -1.7102
O 2.0688 -0.1968 -0.7645 -1.1838 0.0543 1.4622
O 1.6983 -0.0562 -3.2925 -0.0332 -0.0033 0.5350
P 0.1481 0.3593 -3.2654 0.2596 -0.8839 -2.5348
O -0.2200 0.9825 -1.9631 -0.5116 0.0184 2.0666
N -0.1011 1.3167 -4.5630 -0.1471 -0.7318 1.2809
C -0.2433 2.7570 -4.4622 -0.0897 0.4296 0.0784
C 0.0553 0.7874 -5.9071 0.1761 -0.1952 -0.4731
N -0.6064 -1.1199 -3.5534 0.7374 1.3148 0.1768
C -2.0359 -1.0064 -3.7611 -0.4978 -0.0346 -0.1424
C -0.2213 -2.1936 -2.6952 0.5121 -0.1295 -0.1068
N 3.7284 1.2024 -2.1822 -0.5955 -1.0174 0.5777
C 3.3406 2.4025 -1.4669 -0.2318 0.1135 0.0728
C 4.5478 1.4300 -3.3596 0.2468 0.0332 -0.3286
H 4.8763 -1.6338 -4.1078 -0.0642 -0.0209 0.0529
H 3.1393 -1.5635 -4.4846 0.0708 -0.1002 -0.0735
H 3.8689 -3.0512 -3.8372 -0.0999 0.0787 -0.0139
H 5.4686 -1.8853 -1.5753 -0.0431 0.0238 0.0092
H 4.2959 -3.2063 -1.4193 -0.0105 0.0970 0.0419
H 4.1043 -1.7267 -0.4486 0.1408 -0.1465 0.1252
H -0.2627 3.0448 -3.4127 -0.0171 0.1436 -0.0520
H -1.1724 3.0798 -4.9380 0.0346 -0.0343 0.0528
H 0.5852 3.2658 -4.9647 -0.0231 -0.0861 0.1009
H 0.1351 -0.2975 -5.8673 -0.0283 0.0263 -0.1464
H 0.9571 1.1920 -6.3764 -0.0528 -0.0401 0.0585
H -0.8028 1.0653 -6.5241 0.0167 -0.0577 0.0925
H -2.2486 -0.0932 -4.3121 -0.1427 -0.0524 -0.0424
H -2.5729 -0.9804 -2.8032 -0.0738 0.0067 -0.0155
H -2.3921 -1.8581 -4.3389 -0.0365 0.0016 0.0250
H 0.8657 -2.2796 -2.6475 -0.1088 -0.1347 0.0463
H -0.6445 -3.1290 -3.0634 -0.0491 -0.0016 0.2339
H -0.5985 -2.0405 -1.6462 -0.1550 -0.0362 0.2626
H 3.1168 2.1429 -0.4341 0.0700 0.1308 0.0866
H 2.4678 2.8817 -1.9246 0.0007 0.1538 0.0109
H 4.1684 3.1101 -1.4753 -0.0180 -0.0323 0.0370
H 4.8172 0.4840 -3.8189 0.0673 0.0118 -0.0454
H 5.4641 1.9474 -3.0705 -0.0420 -0.0777 -0.0090
H 4.0246 2.0413 -4.0989 -0.0252 -0.0048 -0.0329
S -2.0209 -1.5111 2.2459 0.3577 -0.4488 -1.1798
C -2.4879 -0.9215 3.7597 -0.1721 0.5413 0.6695
N -3.1881 -1.6504 4.6030 0.2546 -0.0777 -0.6566
C -3.4143 -1.1370 5.9404 -0.1536 0.0088 0.7570
C -3.1336 0.3628 5.9122 -0.1137 0.3318 -0.1262
S -2.1323 0.6456 4.4102 -0.0158 -0.1526 0.0436
H -3.4435 -2.6059 4.3902 0.0055 -0.0387 -0.1631
H -2.7492 -1.6542 6.6399 -0.0712 0.0425 -0.1063
H -4.4462 -1.3321 6.2412 0.1295 -0.0108 -0.0430
H -2.5644 0.7015 6.7764 -0.0657 -0.0625 -0.0544
H -4.0383 0.9669 5.8163 0.1097 -0.1392 0.0454



Gap between HOMO and LUMO readings, ordered: 0.2833; 0.2039 hartree
Energy above the lowest of the compared OMol25 structures with the same formula, charge and spin readings, ordered: 85.9; 262.1 kJ/mol
Molar mass readings, ordered: 471.55; 623.45 g mol⁻¹